{"formula": "C49H80INO9S", "method": "ωB97M-V/def2-TZVPD", "elements": ["C", "C", "C", "I", "N", "C", "C", "C", "C", "C", "C", "S", "C", "C", "C", "C", "C", "C", "C", "C", "O", "C", "C", "O", "C", "C", "H", "H", "H", "H", "H", "H", "H", "H", "H", "H", "H", "H", "H", "H", "H", "H", "H", "H", "H", "H", "H", "H", "H", "H", "C", "C", "C", "O", "C", "H", "H", "H", "H", "H", "H", "H", "H", "C", "C", "C", "O", "C", "H", "H", "H", "H", "H", "H", "H", "H", "C", "C", "C", "O", "C", "H", "H", "H", "H", "H", "H", "H", "H", "C", "C", "C", "O", "C", "H", "H", "H", "H", "H", "H", "H", "H", "C", "C", "C", "O", "C", "H", "H", "H", "H", "H", "H", "H", "H", "C", "C", "C", "O", "C", "H", "H", "H", "H", "H", "H", "H", "H", "C", "C", "C", "O", "C", "H", "H", "H", "H", "H", "H", "H", "H"], "positions_angstrom": [[-2.039228, -1.315978, 2.610498], [-2.729098, -1.705715, 1.240979], [-1.792312, -1.660669, -0.035128], [0.043702, -2.695879, 0.460665], [-1.619852, -0.330626, -0.670445], [-2.868720, 0.191853, -1.185099], [-3.229152, -0.238982, -2.550834], [-4.487482, 0.197392, -3.136835], [-5.438290, 1.085514, -2.411129], [-5.061049, 1.526093, -1.071962], [-3.807170, 1.058980, -0.490284], [-3.334178, 1.590880, 1.198387], [-1.506710, 1.591611, 1.041412], [-0.770999, 2.553913, 1.833211], [0.697111, 2.647904, 1.744761], [1.360022, 1.729884, 0.804343], [2.913761, 1.842252, 0.663569], [3.730371, 0.817951, 1.537244], [3.852229, -0.638517, 0.943129], [4.132946, -0.693237, -0.603414], [4.688481, -1.975246, -1.024141], [3.699253, -2.974140, -0.899823], [3.623133, -3.872341, 0.396377], [2.882268, -3.125122, -1.765862], [0.593584, 0.755973, 0.033931], [-0.872062, 0.624694, 0.116267], [-1.118157, -0.694581, 2.517611], [-1.710123, -2.284815, 3.089648], [-2.823643, -0.894099, 3.285239], [-3.036951, -2.789298, 1.347012], [-3.698393, -1.159632, 1.062954], [-2.306484, -2.305229, -0.803647], [-2.548680, -0.921850, -3.117796], [-4.736863, -0.176739, -4.160925], [-6.396851, 1.434277, -2.852041], [-5.691940, 2.219923, -0.461845], [-1.273002, 3.259577, 2.541885], [1.241425, 3.395930, 2.360631], [3.209860, 2.871248, 1.019645], [3.163683, 1.801228, -0.427455], [4.786255, 1.221168, 1.593215], [3.375737, 0.760948, 2.603675], [4.746958, -1.117078, 1.441521], [2.948439, -1.237511, 1.220986], [4.778488, 0.131190, -0.989050], [3.126201, -0.619565, -1.114471], [3.536522, -4.956224, 0.163313], [2.752461, -3.471530, 0.983397], [4.530265, -3.648197, 1.020050], [1.157564, 0.070667, -0.636315], [-2.196595, 3.055240, -6.654552], [-1.243485, 1.937239, -7.027329], [-2.016240, 0.706784, -6.587163], [-3.409163, 1.019101, -6.725982], [-3.546392, 2.429455, -6.951788], [-2.025372, 3.980235, -7.205402], [-2.113088, 3.273073, -5.585387], [-1.097991, 1.919722, -8.111707], [-0.264484, 2.017307, -6.553713], [-1.827031, 0.474918, -5.533076], [-1.777968, -0.174939, -7.185600], [-3.829041, 2.575337, -8.000200], [-4.342153, 2.826408, -6.318349], [0.885050, 7.780794, -7.957001], [1.840476, 6.664262, -8.332484], [1.069313, 5.431673, -7.895434], [-0.323077, 5.743734, -8.034375], [-0.464133, 7.152853, -8.257026], [1.054301, 8.707651, -8.505670], [0.967860, 7.996377, -6.887688], [1.986146, 6.649381, -9.416598], [2.819079, 6.744462, -7.858574], [1.258069, 5.197039, -6.842317], [1.308777, 4.551922, -8.495870], [-0.746466, 7.300879, -9.305007], [-1.261071, 7.546160, -7.623348], [-8.428790, -1.653013, -3.963359], [-7.437781, -2.357934, -4.838288], [-6.740145, -3.265579, -3.847994], [-7.700161, -3.597828, -2.837006], [-8.838667, -2.739973, -2.985204], [-9.277502, -1.233548, -4.504977], [-7.925684, -0.841275, -3.428590], [-7.955821, -2.959481, -5.591356], [-6.754890, -1.681175, -5.353475], [-5.906800, -2.752298, -3.355520], [-6.362899, -4.178881, -4.312390], [-9.668658, -3.335266, -3.381823], [-9.128971, -2.347245, -2.009006], [1.246294, 2.077585, 6.730584], [2.054776, 3.269262, 7.205280], [2.641562, 3.788540, 5.906484], [1.698234, 3.475879, 4.869009], [0.717697, 2.566430, 5.394167], [0.453616, 1.782125, 7.418578], [1.906415, 1.218174, 6.579448], [1.388253, 4.019780, 7.640990], [2.815230, 3.018806, 7.944831], [3.583322, 3.285510, 5.666805], [2.818436, 4.864834, 5.928295], [-0.220736, 3.118964, 5.515989], [0.553135, 1.753256, 4.684559], [5.558151, -7.402171, 3.669931], [4.256511, -8.174015, 3.772655], [3.231168, -7.105700, 3.437162], [3.867056, -6.190485, 2.535112], [5.274644, -6.462318, 2.511947], [6.431406, -8.032907, 3.501795], [5.722512, -6.827749, 4.586352], [4.233534, -8.964843, 3.017150], [4.091578, -8.630819, 4.748775], [2.933386, -6.545712, 4.329972], [2.334440, -7.516720, 2.969559], [5.510293, -6.933645, 1.551461], [5.830343, -5.525520, 2.585148], [6.593360, 7.000538, 7.250707], [7.522755, 5.867311, 6.860541], [6.739418, 4.648829, 7.314821], [5.350005, 4.983548, 7.201252], [5.228742, 6.394468, 6.977182], [6.767973, 7.923044, 6.696505], [6.699388, 7.217360, 8.317723], [7.647925, 5.847631, 5.773966], [8.511216, 5.932109, 7.315986], [6.943855, 4.413341, 8.364727], [6.953052, 3.763970, 6.712099], [4.929915, 6.544778, 5.933821], [4.450014, 6.802613, 7.624217], [-2.873535, -7.628556, 1.841530], [-3.617892, -7.613975, 0.519078], [-4.495124, -6.382837, 0.666013], [-3.781807, -5.465927, 1.505627], [-2.670590, -6.146943, 2.101934], [-1.937897, -8.187956, 1.813692], [-3.508069, -8.062102, 2.620375], [-2.910356, -7.472837, -0.303248], [-4.188501, -8.522667, 0.325210], [-5.441737, -6.625480, 1.160461], [-4.715410, -5.907170, -0.291420], [-1.756363, -5.781550, 1.622107], [-2.623476, -5.909899, 3.166625]], "atomic_forces_ev_per_a": [[-0.45, -1.13, 0.06], [0.29, -0.88, 0.29], [-2.09, -0.37, 0.14], [-0.32, 0.19, -0.46], [0.26, 0.73, 1.20], [-2.14, 0.00, -2.21], [-1.59, 1.38, 1.22], [-0.04, 0.50, 1.49], [2.60, -0.86, 1.19], [1.08, -1.19, -1.21], [0.60, -0.35, -0.68], [0.70, -0.10, -1.14], [0.73, -0.34, -0.61], [1.81, -0.64, -0.76], [-2.04, -2.17, -1.74], [-1.15, 0.46, 0.78], [-0.77, 0.29, 0.49], [0.87, -0.10, -0.61], [0.84, 0.17, 0.32], [-1.62, 0.00, 0.08], [-0.82, -0.22, 1.08], [-0.59, -0.78, 0.15], [1.16, 1.60, -0.06], [0.57, 0.24, 0.21], [-1.03, 0.74, 0.77], [1.85, 2.70, 1.94], [-1.00, -0.15, 0.07], [-0.23, 1.05, -0.40], [0.88, 0.03, -0.49], [0.29, 1.05, -0.23], [1.22, -0.26, 0.00], [0.81, 0.64, 0.66], [-0.66, 0.78, 0.63], [0.20, 0.55, 1.02], [0.94, -0.42, 0.26], [0.60, -0.76, -0.75], [0.19, -0.84, -0.90], [-0.38, -0.76, -0.58], [-0.39, -0.98, -0.42], [0.04, -0.17, 0.95], [-1.03, -0.34, -0.05], [0.05, 0.18, -1.12], [-0.98, 0.36, -0.38], [0.66, 0.46, -0.45], [-0.24, -0.87, 0.47], [1.11, 0.21, 0.25], [-0.10, 0.98, 0.13], [0.69, -0.72, -0.60], [-0.82, -0.53, -0.52], [-0.62, 0.61, 0.47], [-0.05, 0.30, 0.25], [0.16, -0.05, -0.28], [-0.10, -0.19, 0.23], [0.20, 0.15, 0.00], [-0.16, -0.10, -0.18], [0.02, -0.05, 0.02], [-0.02, 0.00, -0.04], [0.03, -0.01, 0.04], [-0.05, -0.03, 0.01], [0.09, -0.02, -0.01], [-0.12, 0.00, 0.02], [-0.02, 0.09, 0.02], [-0.02, -0.12, 0.00], [0.00, 0.20, 0.28], [0.17, -0.05, -0.29], [-0.09, -0.19, 0.22], [0.22, 0.20, -0.02], [-0.19, -0.08, -0.21], [-0.03, -0.04, 0.01], [-0.02, 0.02, -0.05], [0.03, -0.02, 0.05], [-0.05, -0.03, 0.00], [0.09, -0.03, -0.02], [-0.11, 0.00, 0.02], [-0.02, 0.10, 0.02], [-0.02, -0.11, -0.01], [-0.37, 0.63, 0.42], [0.19, -0.32, -0.61], [0.37, -0.12, 0.32], [-0.11, 0.18, -0.24], [-0.06, -0.26, 0.04], [0.02, -0.01, 0.04], [-0.09, 0.00, 0.02], [0.04, 0.04, -0.01], [0.02, -0.07, 0.02], [0.07, 0.01, -0.11], [-0.04, -0.03, 0.12], [-0.05, 0.05, 0.02], [0.06, -0.07, 0.01], [0.07, -0.30, -0.01], [-0.08, 0.23, 0.23], [0.24, -0.03, -0.24], [-0.10, -0.16, 0.30], [-0.15, 0.16, -0.18], [0.01, 0.01, -0.05], [-0.06, 0.01, 0.01], [0.05, -0.02, 0.00], [0.01, 0.05, -0.07], [0.05, 0.09, 0.10], [-0.01, -0.05, -0.11], [-0.05, -0.09, 0.02], [0.03, 0.10, -0.08], [0.19, 0.14, 0.25], [-0.08, -0.30, -0.13], [-0.15, 0.23, 0.09], [0.14, -0.22, 0.17], [-0.05, 0.02, -0.29], [-0.03, 0.04, -0.02], [0.03, -0.02, -0.05], [-0.02, 0.01, 0.05], [-0.01, 0.04, -0.04], [-0.05, -0.08, 0.03], [0.03, 0.10, -0.05], [0.11, 0.01, 0.02], [-0.10, 0.02, -0.04], [0.01, 0.20, 0.28], [0.17, -0.05, -0.29], [-0.10, -0.17, 0.22], [0.23, 0.19, 0.00], [-0.20, -0.09, -0.21], [-0.03, -0.04, 0.01], [-0.02, 0.02, -0.05], [0.03, -0.02, 0.05], [-0.05, -0.02, 0.00], [0.09, -0.03, -0.02], [-0.11, 0.00, 0.02], [-0.01, 0.10, 0.02], [-0.02, -0.11, -0.01], [-0.08, -0.18, 0.27], [0.12, -0.04, -0.30], [-0.23, 0.12, 0.10], [0.08, -0.24, -0.02], [0.18, 0.26, -0.09], [-0.02, 0.05, 0.00], [0.05, 0.00, -0.02], [-0.05, -0.02, 0.01], [0.00, 0.05, 0.01], [-0.03, -0.05, -0.08], [0.01, 0.08, 0.08], [0.07, -0.03, 0.07], [-0.06, 0.09, -0.05]], "lowdin_charge": [-0.172, -0.292, -0.648, 1.018, -0.104, -0.221, -0.001, -0.070, -0.065, -0.091, -0.416, 0.954, -0.412, -0.089, -0.015, -0.181, -0.164, -0.182, -0.176, -0.172, -0.064, -0.492, -0.012, 0.082, 0.008, -0.222, 0.046, 0.055, 0.070, 0.093, 0.090, 0.092, 0.116, 0.091, 0.093, 0.102, 0.104, 0.099, 0.114, 0.110, 0.112, 0.118, 0.121, 0.080, 0.134, 0.110, 0.090, 0.009, 0.082, 0.081, -0.174, -0.175, -0.206, -0.154, -0.203, 0.098, 0.119, 0.116, 0.113, 0.107, 0.116, 0.116, 0.115, -0.177, -0.177, -0.206, -0.156, -0.203, 0.113, 0.115, 0.115, 0.113, 0.119, 0.117, 0.117, 0.118, -0.183, -0.184, -0.204, -0.138, -0.201, 0.115, 0.103, 0.117, 0.110, 0.109, 0.117, 0.116, 0.117, -0.174, -0.172, -0.203, -0.160, -0.209, 0.113, 0.115, 0.116, 0.113, 0.116, 0.108, 0.118, 0.109, -0.176, -0.176, -0.200, -0.161, -0.210, 0.114, 0.116, 0.115, 0.113, 0.118, 0.117, 0.120, 0.115, -0.176, -0.176, -0.201, -0.157, -0.211, 0.114, 0.116, 0.116, 0.113, 0.117, 0.117, 0.117, 0.119, -0.177, -0.176, -0.201, -0.153, -0.209, 0.112, 0.114, 0.115, 0.112, 0.117, 0.118, 0.103, 0.117], "smiles": "CC[C@H](I)N1c2ccccc2Sc2ccc(CCCCOC(C)=O)cc21.C1CCOC1.C1CCOC1.C1CCOC1.C1CCOC1.C1CCOC1.C1CCOC1.C1CCOC1", "e_tot_ev": -90958.4484, "total_charge": 0, "e_lumo_ha": 0.0210, "homo_energy_ev": -7.622}